Density functional theory data (wB97M-V/def2-TZVPD) for 8 unconnected molecules or ions with the total composition C34H78Cl4O19S in a non-equilibrium geometry.

```
136
C34H78Cl4O19S, DFT wB97M-V/def2-TZVPD
Cl 0.22380 -6.23660 2.55038
Cl 0.38134 -3.32032 2.41124
Cl -0.06441 0.16977 1.99946
Cl 0.44632 0.54966 -0.80864
S -1.27736 -4.54233 -4.73136
O -1.48325 -3.81477 0.01595
O -2.99575 -0.73225 5.14832
O -2.91504 5.79868 -3.24046
O 4.15148 -2.10108 -5.06664
O 3.76146 -1.23822 -2.32518
O -1.90362 -5.74287 -4.14744
O -6.30764 3.37453 4.42084
O 6.04706 -0.99734 -6.97704
O 7.33035 -1.27782 3.02084
O -0.58901 -3.65921 -3.47838
O 4.19154 2.19894 3.00435
O -3.97463 2.07963 5.58589
O -0.37479 -4.60970 -5.87466
O -2.64854 0.40130 -1.97863
O -3.03158 3.45627 1.07102
O 4.35594 -0.73315 3.05010
O -2.32913 -3.30177 -5.00220
O -1.67034 5.43126 -0.55094
O -3.60246 -1.93233 -0.85947
C 2.89353 -2.03579 -4.40638
C -2.17209 0.40732 5.55466
C -5.67496 3.89069 5.57939
C 3.93782 -1.98413 -6.45676
C 5.25329 -2.14583 -7.21395
C -1.36094 -2.61406 -3.02548
C -2.32608 1.44305 -2.86042
C -2.67083 -2.64541 -3.84669
C -1.52580 5.66802 -3.06131
C 3.15190 1.27389 3.15508
C -3.34425 5.40439 -4.57048
C -3.37668 3.13074 2.41216
C -2.13572 -1.64059 4.38814
C 3.33196 -0.02847 2.40114
C -4.90747 2.86763 6.34982
C -4.04429 0.26521 -1.70471
C -1.24056 4.10694 -0.52076
C -2.94444 1.47680 6.36335
C -1.12181 6.18763 -1.66642
C 8.51139 -1.61673 3.72446
C -3.61380 -2.81500 0.25870
C 7.37809 -1.12698 -7.40234
C -2.81524 -4.13866 0.00252
C 6.28538 -2.31692 3.09223
C 0.19500 -0.67081 0.40827
C -1.61730 3.38837 0.85615
C 4.20104 2.90790 1.79723
C -6.99216 4.43075 3.69697
C -0.65533 -4.82283 -0.55071
C 3.07952 -2.28465 -2.91966
C 4.99765 -1.76851 2.30861
C 4.08265 -1.39002 -0.99230
C -4.18297 -0.67981 -0.54981
C 0.88727 -4.77533 3.26740
H -1.27373 0.04897 6.05731
H -4.93747 4.63955 5.29056
H 9.15684 -0.76322 3.51703
H -5.25960 -0.83468 -0.47933
H -3.18551 2.08678 2.66059
H 7.56654 -1.70381 -8.30780
H 4.33164 -0.38089 -0.66404
H -4.37718 1.22385 -1.30688
H 7.82387 -0.18271 -7.71495
H -2.63945 1.17434 -3.86923
H -1.31758 7.25984 -1.67857
H -2.28302 2.24918 6.75587
H -3.55046 4.33435 -4.54590
H -7.28696 3.94546 2.76655
H -2.59938 -2.62237 4.29208
H 5.76706 -3.08242 -6.99731
H 3.58626 0.23961 1.37568
H 3.22903 -1.59628 -0.34662
H 2.20331 -2.82736 -4.69812
H -0.84532 -1.66707 -3.18502
H -0.94328 6.26763 -3.76076
H 3.47431 -3.29612 -2.82393
H 3.38921 -1.08961 -6.75167
H 1.96857 -4.85770 3.37741
H -1.52987 -2.66605 -1.94991
H -0.69505 -1.27456 0.23106
H 3.27694 -2.79403 -6.76562
H -1.07095 -5.35876 -1.40402
H -4.73704 -0.03321 -2.49158
H 5.98062 -2.54473 4.11367
H 5.08692 3.52234 1.63665
H -5.51548 2.19443 6.95417
H -2.77477 3.70212 3.11880
H -3.07075 -4.64408 -0.92880
H 4.90239 -2.06132 -0.73640
H 3.43196 3.65855 1.97926
H 2.06101 -2.27297 -2.53159
H -1.21416 -1.82278 4.94097
H -1.04785 3.89932 1.63253
H -4.25619 5.91518 -4.87959
H -6.40069 5.30747 3.43308
H 3.09055 1.05599 4.22131
H 8.38796 -1.69499 4.80461
H -4.43257 3.36057 2.55485
H -3.25285 -2.27279 1.13267
H 5.02840 -2.19979 -8.27913
H 2.44461 -1.05206 -4.54368
H 6.69312 -3.17087 2.55129
H -6.39939 4.37205 6.23634
H -1.85995 -1.25106 3.40818
H -0.39330 -5.53217 0.23433
H 2.17764 1.67859 2.88096
H -1.75394 0.90965 4.68236
H 8.94902 -2.50907 3.27690
H -1.19762 4.62890 -3.08675
H -1.69981 3.58179 -1.35826
H -2.58445 5.66557 -5.30708
H 8.00696 -1.65694 -6.68696
H -1.35181 2.33234 0.90543
H 0.60638 -4.51664 4.28832
H -3.43856 0.97076 7.19272
H -7.76735 4.80450 4.36592
H -2.93940 -4.82138 0.84310
H 5.40392 -1.40942 1.36305
H 4.17746 2.27843 0.90767
H -4.31817 3.38814 7.10473
H 1.01872 -1.37787 0.50652
H -4.63352 -3.08904 0.52920
H -2.96533 -1.61086 -4.02293
H -2.87720 2.34585 -2.59715
H -3.43928 -3.14964 -3.26074
H -0.17757 3.99392 -0.73380
H -3.81785 -0.23202 0.37446
H 4.32988 -2.58840 2.04408
H 0.32487 -4.46797 -0.86912
H -0.03496 6.13783 -1.60032
H -1.29383 1.78822 -2.80207
H 2.37907 -0.55109 2.31764
```

Its orbital gap is 9.647 eV. As for the total charge: 0. As for the SMILES: O=S1(=O)OCCO1.COCCOCCOC.COCCOCCOC.COCCOCCOC.COCCOCCOC.COCCOCCOC.ClCCl.ClCCl. The energy comes out at -136338.1609 eV.